1.
A 2-piece molecular cluster, C5H12O2 overall. Source: the OMol25 dataset; level of theory: the ωB97M-V functional and the def2-TZVPD basis.

ORCA input file:
```
! wB97M-V def2-TZVPD RIJCOSX def2/J DEFGRID3
* xyz 0 1
C 0.56469 1.39872 -2.41402
O 0.66897 0.50985 -1.46157
C 0.03192 0.46752 -0.33145
C 0.35338 -0.63584 0.62618
C 0.41531 -0.11158 2.06408
C -0.66429 -1.78480 0.52106
O -0.67312 -2.39108 -0.75048
H -0.29533 2.05988 -2.42027
H 1.27914 2.76756 -0.76425
H 1.17582 1.19645 -3.28046
H 1.11387 2.54344 -0.05550
H -0.81904 1.13729 -0.20789
H 1.33055 -1.04185 0.33658
H 0.63813 -0.92247 2.76676
H -0.54330 0.33184 2.36164
H 1.18645 0.65744 2.16770
H -0.40441 -2.57637 1.23211
H -1.66483 -1.40838 0.79805
H -0.82261 -1.69339 -1.40222
*
```

Calculated values
LUMO level (spin up / spin down) (eV): 0.608 / 0.592
Gap between HOMO and LUMO (spin up / spin down) (eV): 8.2 / 8.0

***

2.
C5H12O2 as an isolated structure. Source: the OMol25 dataset; level of theory: the ωB97M-V functional and the def2-TZVPD basis.

ORCA input file:
```
! wB97M-V def2-TZVPD RIJCOSX def2/J DEFGRID3
* xyz 0 1
C 2.28895 0.03397 0.73334
C 0.95303 0.77246 0.61420
C -0.23062 -0.17203 0.54183
O -0.61170 -0.68336 1.81486
C -1.35837 0.04687 -0.29656
C -1.33615 0.96658 -1.47779
O -1.12346 -1.62198 -1.19395
H 2.25329 -0.72131 1.52869
H 2.52934 -0.48375 -0.20209
H 3.11188 0.71670 0.97038
H 0.81009 1.41754 1.49293
H 0.98393 1.43223 -0.26079
H -0.24368 -1.24330 -0.40334
H 0.06539 -1.31398 2.08507
H -2.33874 -0.17744 0.12162
H -0.35930 0.96181 -1.96784
H -2.08906 0.67397 -2.21146
H -1.54848 1.98949 -1.14146
H -1.64526 -2.27459 -0.69701
*
```

Calculated values
LUMO level (eV): 0.877
Gap between HOMO and LUMO (eV): 8.7

***

3.
A 3-piece molecular cluster, C5H12O2 overall. Source: the OMol25 dataset; level of theory: the ωB97M-V functional and the def2-TZVPD basis.

ORCA input file:
```
! wB97M-V def2-TZVPD RIJCOSX def2/J DEFGRID3
* xyz 0 1
C 0.69593 2.08018 -0.94086
C -0.49207 1.49033 -0.87675
C -0.71499 0.06694 -1.16237
C 0.03742 -0.95707 -0.80072
C -0.13880 -2.33049 -1.34851
H 0.74891 3.15520 -0.79682
H 1.62555 1.53724 -1.01368
H -1.35794 2.11336 -0.65991
H -1.48318 -0.09318 -1.92801
H 0.82205 -0.96182 -0.05556
H 0.67523 -3.04796 -1.22528
H -0.32384 -2.37765 -2.43922
H -0.99890 -2.88559 -0.94964
O 1.25729 0.31151 1.81196
H 0.88979 0.28235 2.70124
H 1.98582 0.92118 1.92720
O -1.15603 0.42240 2.87318
H -0.93312 0.81626 2.01748
H -1.13912 -0.54320 2.86627
*
```

Calculated values
LUMO level (eV): 0.740
Gap between HOMO and LUMO (eV): 9.6

***

4.
A 2-piece molecular cluster, C5H12O2 overall. Source: the OMol25 dataset; level of theory: the ωB97M-V functional and the def2-TZVPD basis.

ORCA input file:
```
! wB97M-V def2-TZVPD RIJCOSX def2/J DEFGRID3
* xyz 0 1
C -1.07865 0.66654 1.28298
C -0.80514 -0.42765 0.57374
C -1.81433 -1.51560 0.31372
C 0.58437 -0.67307 0.03573
O 1.28394 0.54061 -0.11688
C 2.61131 0.33910 -0.54503
H -2.07381 0.85263 1.67931
H -0.31574 1.41471 1.47613
H -2.82660 -1.18013 0.56004
H -1.59624 -2.39926 0.92679
H -1.80370 -1.83949 -0.73507
H 0.53401 -1.20498 -0.93048
H 1.12797 -1.33545 0.73348
H 2.64457 -0.21955 -1.49309
H 3.05890 1.32423 -0.69467
H 3.19640 -0.21340 0.20670
O -1.03292 2.26761 -1.32630
H -1.54738 1.54067 -0.95349
H -0.14694 2.06247 -0.99362
*
```

Calculated values
LUMO level (eV): 0.818
Gap between HOMO and LUMO (eV): 10.4

***

5.
A 2-piece molecular cluster, C5H12O2 overall. Source: the OMol25 dataset; level of theory: the ωB97M-V functional and the def2-TZVPD basis.

ORCA input file:
```
! wB97M-V def2-TZVPD RIJCOSX def2/J DEFGRID3
* xyz 0 1
C -1.67296 1.83724 -1.02086
C -0.98289 0.57258 -1.44259
C -0.26162 -0.24729 -0.67185
O 0.29003 -1.36151 -1.23386
C 0.02955 0.00588 0.79669
C 0.31407 -1.21711 1.65799
O 1.42798 -1.93627 1.12043
H -1.23308 2.71522 -1.51186
H -2.73498 1.81981 -1.29523
H -1.61620 2.01450 0.05782
H -1.05722 0.29631 -2.49296
H 0.87873 -1.77841 -0.58116
H -0.83165 0.51092 1.24338
H 0.87623 0.69601 0.88869
H -0.57121 -1.86372 1.71133
H 0.55770 -0.88327 2.67563
H 1.44192 -2.81644 1.51684
H 2.51593 1.14075 -0.88362
H 2.62966 0.49479 -0.53480
*
```

Calculated values
LUMO level (eV): 0.628
Gap between HOMO and LUMO (eV): 8.6

***

6.
C5H12O2 as an isolated structure. Source: the OMol25 dataset; level of theory: the ωB97M-V functional and the def2-TZVPD basis.

ORCA input file:
```
! wB97M-V def2-TZVPD RIJCOSX def2/J DEFGRID3
* xyz 0 1
C 2.27873 -0.07858 0.82730
C 1.02053 0.79362 0.81064
C -0.21208 0.05696 0.41474
O -0.34808 -1.09228 1.15827
C -1.34800 0.46279 -0.25696
C -1.54550 0.99756 -1.65722
O -0.97302 -2.18314 -0.83284
H 2.26235 -0.95684 1.49467
H 2.43299 -0.47480 -0.17787
H 3.13235 0.51937 1.13674
H 0.76638 1.08339 1.85082
H 1.08975 1.72603 0.23498
H 0.04666 -1.41328 -1.08615
H 0.08329 -1.31729 1.98232
H -2.29787 0.41003 0.27202
H -0.61354 0.96600 -2.21252
H -2.29883 0.43564 -2.25570
H -1.89248 2.02942 -1.65777
H -1.58363 -1.96460 -0.04546
*
```

Calculated values
LUMO level (eV): 0.330
Gap between HOMO and LUMO (eV): 8.1

***

7.
A 2-piece molecular cluster, C5H12O2 overall. Source: the OMol25 dataset; level of theory: the ωB97M-V functional and the def2-TZVPD basis.

ORCA input file:
```
! wB97M-V def2-TZVPD RIJCOSX def2/J DEFGRID3
* xyz 0 1
C 0.20070 0.10743 2.38623
O -0.41005 0.23732 1.24083
C 0.11651 0.38302 0.06545
C 1.06719 -2.41259 0.45113
C -0.76285 0.33645 -1.13454
C -0.81484 1.69849 -1.83233
O -1.37198 2.68410 -0.99372
H 1.27194 0.27706 2.42922
H 0.73845 -1.78162 1.28690
H -0.44628 0.04785 3.24636
H 1.20139 0.45093 0.00860
H 1.13933 -3.43742 0.81845
H 2.04716 -2.08072 0.09662
H 0.35239 -2.37239 -0.37467
H -1.77377 0.04594 -0.82713
H -0.39895 -0.42527 -1.84258
H 0.20301 1.97658 -2.15609
H -1.44494 1.65337 -2.72534
H -0.91443 2.61147 -0.14340
*
```

Calculated values
LUMO level (spin up / spin down) (eV): 0.597 / 0.598
Gap between HOMO and LUMO (spin up / spin down) (eV): 7.9 / 8.2

***

8.
C5H12O2 in the gas phase. Source: the OMol25 dataset; level of theory: the ωB97M-V functional and the def2-TZVPD basis.

ORCA input file:
```
! wB97M-V def2-TZVPD RIJCOSX def2/J DEFGRID3
* xyz 0 1
C -2.50243 -0.84751 0.81616
C -1.43598 -0.83232 -0.27408
C -0.08040 -0.28524 0.19750
O 0.77199 -1.38729 0.44683
C 0.51995 0.68219 -0.82537
C 1.80737 1.34317 -0.36318
O 2.81487 0.34115 -0.24046
H -3.45389 -1.23105 0.43307
H -2.19499 -1.47583 1.65861
H -2.68156 0.16408 1.20031
H -1.79821 -0.24531 -1.12799
H -1.25320 -1.84761 -0.64196
H -0.23428 0.28376 1.13552
H 1.68327 -1.05441 0.41112
H -0.21038 1.47600 -1.02834
H 0.69563 0.14623 -1.76695
H 1.63829 1.83615 0.60728
H 2.12005 2.11275 -1.08326
H 3.58534 0.72873 0.19086
*
```

Calculated values
LUMO level (eV): 0.749
Gap between HOMO and LUMO (eV): 10.5

***

9.
A 2-piece molecular cluster, C5H12O2 overall. Source: the OMol25 dataset; level of theory: the ωB97M-V functional and the def2-TZVPD basis.

ORCA input file:
```
! wB97M-V def2-TZVPD RIJCOSX def2/J DEFGRID3
* xyz 0 1
C 0.25270 1.15176 -2.31608
C -0.50553 1.33146 -1.02582
C -0.34919 0.67220 0.12923
O -0.90046 1.16190 1.26401
C 0.51704 -0.56564 0.21211
C 0.80111 -1.33315 1.52399
O -0.05232 -0.97785 2.61678
H -0.40066 0.99558 -3.18438
H 0.82396 2.06818 -2.52305
H 0.97479 0.32721 -2.30278
H -1.20728 2.15759 -0.98393
H -0.78883 0.49975 1.96790
H 1.42725 -0.02735 -0.07574
H 0.26107 -1.27934 -0.58180
H 1.84054 -1.12786 1.79392
H 0.71997 -2.41825 1.36606
H 0.48338 -0.95799 3.41878
H -2.12581 -0.57027 -0.96072
H -2.06707 -1.16840 -0.52174
*
```

Calculated values
LUMO level (eV): 0.545
Gap between HOMO and LUMO (eV): 8.4

***

10.
A 2-piece molecular cluster, C5H12O2 overall. Source: the OMol25 dataset; level of theory: the ωB97M-V functional and the def2-TZVPD basis.

ORCA input file:
```
! wB97M-V def2-TZVPD RIJCOSX def2/J DEFGRID3
* xyz 0 1
C 2.22945 -0.69797 -0.01700
C 1.25209 0.37817 -0.73236
C 1.45252 1.73157 -0.02627
C -0.18661 -0.13099 -0.49836
C -0.49421 -0.68090 0.78250
O -1.00185 -1.77465 1.03813
H 1.84504 -1.69668 -0.09240
H 3.38077 -0.65472 -0.13455
H 2.12824 -0.49860 1.11933
H 1.39361 0.38706 -1.74052
H 0.99067 2.53782 -0.55535
H 2.52473 2.04038 -0.19210
H 1.35979 1.89749 0.99609
H -0.90831 0.70156 -0.64720
H -0.28574 -0.90541 -1.32829
H -0.57054 0.11938 1.54794
O -5.25282 -0.66027 0.02448
H -4.80632 -0.59350 0.84274
H -5.05052 -1.49973 -0.38681
*
```

Calculated values
LUMO level (eV): 0.747
Gap between HOMO and LUMO (eV): 10.7

***

Number 1: total energy -348.02153 Ha. Number 2: total energy -348.06530 Ha. Number 3: total energy -348.12492 Ha. Number 4: total energy -348.14591 Ha. Number 5: total energy -348.12643 Ha. Number 6: total energy -348.01329 Ha. Number 7: total energy -348.04281 Ha. Number 8: total energy -348.17707 Ha. Number 9: total energy -348.10136 Ha. Number 10: total energy -348.12757 Ha.